ORCA calculation (ωB97M-V with the def2-TZVPD basis set) on a gas-phase ion, C10H20N3S (charge +1) at a distorted geometry.

* SMILES string: [H]/N=C1/CCC[C@H]2S[C@@](N)(CCC)[NH2+][C@@H]12
* LUMO energy: -2.7 eV
* HOMO-LUMO gap: 0.378 Ha
* total charge: +1
* E: -955.17974 a.u.
* ΔE to the lowest compared entry with this formula, charge and spin: 2.610 eV
* multiplicity: 1

Geometry (Å):
H 2.096 2.933 1.610
N 1.315 3.421 1.079
C 0.313 2.711 0.782
C -0.990 3.202 0.160
C -2.187 2.711 0.907
C -2.166 1.225 1.192
C -0.803 0.793 1.865
S -0.489 -0.973 2.125
C 0.680 -1.163 0.668
N 1.989 -1.069 1.132
C 0.364 -2.189 -0.252
C 1.117 -2.182 -1.571
C 0.312 -2.988 -2.642
N 0.285 0.294 -0.091
C 0.399 1.235 1.098
H -1.164 4.282 0.004
H -0.957 2.729 -0.915
H -2.284 3.254 1.868
H -3.123 3.009 0.338
H -3.062 0.986 1.921
H -2.467 0.636 0.264
H -0.698 1.162 2.896
H 2.272 -1.441 1.984
H 2.670 -1.598 0.440
H 0.648 -3.165 0.072
H -0.732 -2.329 -0.388
H 1.444 -1.206 -1.933
H 2.137 -2.653 -1.548
H -0.180 -3.889 -2.154
H 0.914 -3.526 -3.472
H -0.532 -2.235 -2.951
H -0.654 0.292 -0.373
H 0.976 0.468 -0.819
H 1.383 1.082 1.630



ORCA calculation (ωB97M-V with the def2-TZVPD basis set) on a molecular structure, C10H20N4O2 at a distorted geometry.

* LUMO energy: 0.3 eV
* HOMO-LUMO gap: 0.314 Ha
* total charge: 0
* E: -762.20451 a.u.
* multiplicity: 1

Geometry (Å):
C 0.706 2.186 0.327
O 1.641 1.840 0.977
N -0.361 1.367 -0.167
C -1.438 1.936 -0.985
C -0.543 -0.034 0.198
H 0.593 3.201 -0.086
H -1.181 2.895 -1.435
H -2.400 2.005 -0.477
H -1.514 1.384 -1.921
H -1.477 -0.196 0.735
H -0.567 -0.704 -0.661
H 0.240 -0.311 0.904
C -0.364 -2.751 0.880
O -0.049 -1.553 0.850
N -1.420 -3.172 0.214
C -1.730 -4.565 0.070
C -2.087 -2.358 -0.810
H 0.173 -3.599 1.332
H -2.812 -4.687 0.100
H -1.383 -5.283 0.814
H -1.745 -4.983 -0.937
H -1.998 -2.821 -1.792
H -3.130 -2.387 -0.495
H -1.644 -1.382 -1.008
C 1.984 4.682 0.715
C 0.580 4.753 0.277
N -0.594 4.914 -0.036
H 2.617 4.183 -0.018
H 2.165 4.301 1.720
H 2.284 5.730 0.707
C 2.381 -1.012 -0.379
C 2.836 -0.295 0.769
N 3.266 0.259 1.672
H 1.542 -0.502 -0.852
H 2.203 -2.061 -0.139
H 3.226 -0.982 -1.066



ORCA calculation (ωB97M-V with the def2-TZVPD basis set) on a molecular structure, C10H20N7ORh at a distorted geometry.

* LUMO energy: -8.9 eV
* HOMO-LUMO gap: 0.201 Ha
* total charge: +2
* E: -961.48571 a.u.
* multiplicity: 1

Geometry (Å):
Rh 0.036 0.151 -0.117
N 0.246 2.217 0.036
C 0.525 2.592 1.447
C -0.319 1.675 2.289
N -0.071 0.246 1.891
C 1.267 -0.209 2.459
C 2.014 -1.080 1.478
N 2.074 -0.338 0.191
C -1.145 -0.632 2.496
C -2.567 -0.478 1.980
N -1.945 0.178 -0.368
H 0.962 2.599 -0.579
H -0.624 2.657 -0.263
H 0.289 3.638 1.641
H 1.591 2.460 1.628
H -1.376 1.883 2.126
H -0.115 1.780 3.356
H 1.077 -0.739 3.391
H 1.856 0.676 2.695
H 1.492 -2.019 1.299
H 3.010 -1.308 1.859
H 2.398 -0.952 -0.554
H 2.752 0.418 0.255
H -1.095 -0.440 3.571
H -0.826 -1.661 2.323
H -2.996 0.516 2.113
H -3.176 -1.149 2.591
H -2.498 1.027 -0.255
H -2.159 -0.145 -1.315
N -0.903 -3.819 -1.104
C -1.092 -2.617 -0.625
O -0.147 -1.748 -0.787
C -2.284 -2.353 0.193
C -2.728 -3.473 0.986
N -3.081 -4.361 1.625
C -2.675 -0.971 0.551
N -3.597 -1.572 -0.154
H -0.035 -4.063 -1.560
H -1.634 -4.517 -1.046



ORCA calculation (ωB97M-V with the def2-TZVPD basis set) on 3 unconnected molecules or ions with the total composition C10H20O5 at a distorted geometry.

* SMILES string: COC(=O)O.C1CCOC1.C1CCOC1
* LUMO energy: 0.3 eV
* HOMO-LUMO gap: 0.350 Ha
* total charge: 0
* E: -769.17502 a.u.
* ΔE to the lowest compared entry with this formula, charge and spin: 0.000 eV
* multiplicity: 1

Geometry (Å):
C -4.510 2.779 3.113
O -3.170 2.753 2.615
C -2.903 1.733 1.801
O -1.912 1.165 1.893
O -3.800 1.397 0.847
H -4.683 2.054 3.907
H -5.268 2.649 2.344
H -4.661 3.763 3.542
H -3.851 2.091 0.178
C 0.027 -1.273 1.563
C 0.379 -2.017 2.844
C 0.932 -3.327 2.304
O 1.532 -3.028 1.040
C 1.152 -1.707 0.637
H -0.033 -0.197 1.683
H -0.933 -1.626 1.178
H 1.159 -1.475 3.386
H -0.466 -2.158 3.517
H 0.132 -4.057 2.137
H 1.678 -3.775 2.962
H 2.027 -1.056 0.744
H 0.853 -1.717 -0.412
C 1.991 -0.527 -3.432
C 2.236 0.488 -2.324
C 2.574 1.740 -3.119
O 1.850 1.650 -4.350
C 1.318 0.330 -4.494
H 1.382 -1.377 -3.124
H 2.944 -0.909 -3.805
H 1.318 0.643 -1.751
H 3.025 0.199 -1.630
H 3.643 1.785 -3.354
H 2.296 2.658 -2.599
H 0.235 0.379 -4.336
H 1.505 -0.028 -5.507